Molecular formula: C8H30KO11
Method: DFT, ωB97M-V with the def2-TZVPD basis set

XYZ file:
```
50
C8H30KO11 ωB97M-V with the def2-TZVPD basis set
H -3.1936 -1.3803 -0.0442
O 1.1275 2.0977 -0.3919
O 4.3284 1.7106 3.2654
H 1.6821 4.0757 -0.5882
O -3.4283 0.1806 -4.4375
C 2.7241 -0.0120 2.6450
O -0.4473 -2.4074 2.1163
H 3.9521 1.1710 1.3161
H 0.3818 2.2418 -1.0289
H -0.0723 -2.5551 -2.1916
H -4.1723 0.6381 -4.8416
O 2.4464 -0.9349 1.7165
C -2.7571 0.9365 -3.4372
O -2.3904 -0.9373 0.1333
C 0.0811 -3.4486 -1.5203
H -0.5521 4.1631 -0.4158
H -0.5696 3.6486 1.3074
O -0.6655 0.8002 2.2421
O 0.2594 5.4539 0.6310
H 4.8031 -0.0113 2.3403
H 1.7559 0.5286 2.8149
H 0.4168 -4.2086 -2.1901
C 0.0101 4.0684 0.4800
H -2.8463 -3.5549 -1.8222
K 0.2447 -0.5642 0.1125
O 1.0267 -3.1517 -0.5334
H -1.6344 0.9180 -1.1389
H -0.7734 0.0573 -3.6238
H -1.8690 -0.9147 -2.6419
H 2.8090 -0.5230 3.6055
C -1.2075 -3.9586 -0.9116
H 0.0705 -2.3551 2.9041
H -0.0514 -3.1602 1.6613
H -3.4427 1.1215 -2.6597
H 2.9263 -1.7858 1.9521
H -1.6389 -3.3838 -0.1133
O -0.9672 0.8093 -1.8165
C -1.5366 0.1108 -2.9292
O -2.1350 -4.1518 -1.9086
H -0.9277 -4.9185 -0.5609
H -0.3951 1.4952 2.8367
C 3.9498 0.7433 2.3147
H 1.3560 -3.9215 -0.1003
H 4.4669 1.2312 4.0973
C 1.3482 3.3965 0.1454
H -0.4794 6.0002 0.3857
H -2.4785 -0.8224 1.0773
H -2.2901 1.8569 -3.8990
H 2.0417 3.3637 0.9615
H -1.2870 0.2431 2.6843
```

E_HOMO = -12.71 eV
Kohn-Sham gap = 0.35855 hartree
relative energy (zero: lowest compared OMol25 entry of this formula, charge and spin) = 0.0 kJ/mol
electronic energy = -1750.118795 a.u.
molar mass = 341.41 u
net charge = +1